# 1
DFT (ωB97M-V/def2-TZVPD) results for a single C25H31FN4O4 molecule.

Last column: Mulliken charge in e.
Cartesian coordinates (Å):
C  -5.702  -3.411  -0.402  -2.102
C  -4.914  -2.184  0.061  1.728
C  -4.248  -1.526  -1.149  -1.748
C  -5.854  -1.193  0.751  -1.043
C  -5.145  0.016  1.329  0.246
O  -5.684  1.104  1.377  -0.672
C  -3.799  -0.222  1.847  0.300
C  -3.115  0.882  2.476  -0.219
N  -1.933  0.762  2.944  -0.322
C  -1.268  1.891  3.519  -1.066
C  -0.491  2.714  2.456  -1.028
N  0.665  2.106  1.857  0.082
C  1.763  1.828  2.758  -0.621
C  3.013  1.510  1.940  -0.930
N  2.745  0.346  1.113  0.068
C  3.930  -0.208  0.475  -0.237
C  3.674  -1.609  -0.076  -1.135
C  3.596  -1.438  -1.576  0.516
O  3.247  -2.250  -2.387  -0.598
N  4.041  -0.155  -1.876  0.353
C  4.160  0.338  -3.201  0.181
C  5.297  1.043  -3.573  -0.177
C  5.412  1.532  -4.861  -0.694
C  4.388  1.295  -5.760  0.336
F  4.501  1.764  -7.018  -0.327
C  3.252  0.590  -5.406  -0.712
C  3.136  0.115  -4.113  -0.237
C  4.341  0.603  -0.753  0.221
O  4.769  1.726  -0.769  -0.596
C  1.653  0.649  0.201  -0.825
C  0.405  0.950  1.026  -0.457
C  -3.188  -1.446  1.733  0.629
O  -1.978  -1.668  2.199  -0.671
C  -3.852  -2.614  1.080  -1.051
H  -5.040  -4.134  -0.871  0.436
H  -6.198  -3.894  0.438  0.423
H  -6.461  -3.122  -1.125  0.426
H  -3.579  -2.226  -1.644  0.431
H  -3.674  -0.652  -0.850  0.341
H  -5.002  -1.208  -1.866  0.436
H  -6.360  -1.689  1.585  0.397
H  -6.625  -0.840  0.063  0.424
H  -3.679  1.817  2.532  0.507
H  -0.572  1.520  4.275  0.491
H  -1.983  2.578  3.994  0.414
H  -0.162  3.641  2.934  0.432
H  -1.187  2.970  1.652  0.478
H  1.946  2.710  3.375  0.455
H  1.551  0.968  3.415  0.300
H  3.839  1.280  2.616  0.433
H  3.284  2.386  1.332  0.301
H  4.734  -0.191  1.216  0.773
H  4.493  -2.293  0.149  0.395
H  2.758  -2.048  0.316  0.317
H  6.083  1.218  -2.856  0.385
H  6.284  2.086  -5.172  0.428
H  2.473  0.425  -6.133  0.420
H  2.258  -0.436  -3.817  0.373
H  1.461  -0.212  -0.443  0.452
H  1.880  1.524  -0.430  0.261
H  -0.433  1.170  0.361  0.444
H  0.159  0.060  1.627  0.156
H  -1.662  -0.798  2.622  0.468
H  -4.322  -3.216  1.866  0.366
H  -3.084  -3.235  0.616  0.451

Computed properties:
- SMILES = CC1(C)CC(=O)C(/C=N/CCN2CCN([C@H]3CC(=O)N(c4ccc(F)cc4)C3=O)CC2)=C(O)C1
- highest occupied orbital energy (eV) = -8.42
- LUMO (eV) = 0.507
- F_max (eV/Å) = 0.71

***

# 2
DFT (ωB97M-V/def2-TZVPD) results for a molecular structure, C25H31IN3O2RuS5.

Last column: Mulliken spin population.
Cartesian coordinates (Å):
Ru  14.516  12.967  7.208  2.773
C  15.118  15.791  5.617  0.027
C  14.602  14.977  4.464  -0.014
S  14.024  13.251  4.770  0.288
C  12.067  13.532  4.708  -0.014
C  11.457  14.365  5.772  0.055
S  12.763  14.230  7.105  0.296
C  11.635  14.304  8.451  -0.011
C  12.335  13.742  9.665  0.030
S  14.214  13.381  9.323  0.232
C  14.747  15.196  9.596  0.011
C  15.021  16.032  8.371  0.013
S  15.579  14.879  7.094  0.185
H  14.397  16.589  5.829  0.007
H  16.045  16.358  5.340  0.005
H  15.361  14.835  3.700  -0.006
H  13.705  15.446  4.080  -0.001
H  11.846  12.468  4.791  0.000
H  11.841  13.907  3.708  0.004
H  10.533  13.891  6.130  0.005
H  11.387  15.420  5.519  0.007
H  10.772  13.650  8.198  0.001
H  11.395  15.347  8.516  0.013
H  11.959  12.764  9.912  -0.002
H  12.202  14.430  10.513  0.006
H  15.688  15.017  10.121  -0.003
H  14.079  15.697  10.299  0.003
H  15.939  16.639  8.545  0.006
H  14.192  16.663  8.014  0.003
C  7.519  6.253  5.637  0.000
C  8.492  7.126  6.361  -0.002
C  8.312  7.701  7.614  0.003
C  9.173  8.695  8.041  0.011
C  10.247  9.086  7.281  0.023
C  10.559  8.414  6.082  -0.018
C  9.624  7.544  5.618  0.002
S  11.166  10.528  7.688  0.015
O  10.553  11.657  6.988  0.042
O  11.133  10.702  9.131  0.053
N  12.672  10.566  7.168  0.588
C  13.489  9.541  7.446  -0.052
C  13.608  9.129  8.809  0.135
C  14.366  8.009  9.118  -0.051
C  15.050  7.391  8.057  0.150
C  14.892  7.882  6.787  0.013
N  14.164  8.941  6.477  0.080
H  6.705  5.938  6.311  0.000
H  8.039  5.372  5.202  0.000
H  7.035  6.777  4.827  0.000
H  7.505  7.400  8.325  0.000
H  9.046  9.157  9.040  0.002
H  11.483  8.604  5.526  0.002
H  9.769  7.100  4.632  0.000
H  12.996  9.607  9.567  0.001
H  14.476  7.652  10.147  0.000
H  15.577  6.466  8.165  0.003
H  15.338  7.327  5.972  0.005
I  19.496  12.675  4.346  0.003
C  18.437  11.942  5.982  -0.005
C  19.067  11.634  7.172  0.029
C  18.288  11.212  8.267  0.000
C  16.888  11.247  8.148  0.062
N  16.269  11.702  7.019  -0.038
C  17.038  11.800  5.890  0.043
H  20.161  11.685  7.299  0.001
H  18.784  10.883  9.190  -0.001
H  16.207  11.039  8.980  -0.014
H  16.510  11.860  4.951  -0.004

Computed properties:
- spin multiplicity = 6
- highest occupied orbital energy (alpha / beta) (eV) = -11.86 / -13.57
- total charge = +2
- LUMO (alpha / beta) (eV) = -5.296 / -8.297
- <S²> = 8.800
- F_max (eV/Å) = 6.09

***

# 3
DFT (ωB97M-V/def2-TZVPD) results for 4 unconnected molecules or ions with the total composition C25H31INO2.

Last column: Mulliken charge in e.
Cartesian coordinates (Å):
C  -1.470  0.485  -2.348  -0.594
C  -0.064  1.203  -2.177  0.776
O  0.649  1.313  -3.208  -0.601
O  0.454  1.743  -0.979  -0.372
C  0.822  0.718  -0.005  -0.210
C  1.130  -0.724  -0.609  -0.315
N  1.886  -1.572  0.382  -0.501
C  1.497  -2.986  0.260  -0.587
C  1.767  -3.644  -1.183  -0.027
C  3.029  -4.650  -1.233  -0.833
I  -0.020  -4.897  -1.621  -0.129
H  -1.688  -0.289  -1.533  0.256
H  -2.361  1.206  -2.367  0.052
H  -1.404  -0.120  -3.323  0.263
H  0.002  0.706  0.800  0.053
H  1.778  1.056  0.541  0.175
H  0.123  -1.242  -0.787  0.318
H  1.798  -0.703  -1.550  -0.006
H  2.157  -3.567  1.009  0.197
H  0.414  -3.166  0.612  0.070
H  1.900  -2.905  -2.033  0.355
H  3.578  -4.730  -0.242  0.272
H  2.675  -5.672  -1.615  0.276
H  3.772  -4.224  -1.997  0.222
C  -0.132  -1.140  3.263  -0.242
C  -0.010  0.023  4.018  -0.562
C  -1.030  0.401  4.886  -0.296
C  -2.170  -0.389  5.007  -0.422
C  -2.290  -1.554  4.255  -0.374
C  -1.274  -1.927  3.380  -0.426
H  0.663  -1.433  2.582  0.423
H  0.881  0.635  3.928  0.390
H  -0.937  1.311  5.469  0.352
H  -2.963  -0.097  5.687  0.346
H  -3.178  -2.171  4.350  0.358
H  -1.371  -2.832  2.790  0.390
C  -5.572  2.666  -2.635  -0.358
C  -5.218  2.724  -1.291  -0.346
C  -6.155  2.416  -0.310  -0.417
C  -7.444  2.041  -0.673  -0.332
C  -7.798  1.980  -2.018  -0.344
C  -6.864  2.296  -2.998  -0.365
H  -4.843  2.909  -3.400  0.365
H  -4.210  3.009  -1.008  0.402
H  -5.880  2.467  0.738  0.362
H  -8.173  1.796  0.091  0.345
H  -8.803  1.685  -2.301  0.342
H  -7.141  2.254  -4.046  0.345
C  4.970  0.910  -1.357  -0.480
C  4.881  0.470  -0.040  -0.201
C  5.704  1.022  0.936  -0.590
C  6.612  2.023  0.597  -0.271
C  6.698  2.465  -0.719  -0.390
C  5.881  1.906  -1.697  -0.376
H  4.330  0.477  -2.118  0.365
H  4.167  -0.307  0.226  0.474
H  5.639  0.674  1.961  0.384
H  7.251  2.457  1.359  0.346
H  7.404  3.246  -0.984  0.334
H  5.952  2.248  -2.724  0.359

Computed properties:
- highest occupied orbital energy (eV) = -2.81
- total charge = -1
- LUMO (eV) = 2.477
- F_max (eV/Å) = 4.16

***

# 4
DFT (ωB97M-V/def2-TZVPD) results for a single C25H31N3O2 molecule.

Last column: Mulliken charge in e.
Cartesian coordinates (Å):
C  3.936  3.439  1.185  -0.865
N  3.997  2.384  0.197  0.032
C  4.105  2.930  -1.138  -0.902
C  2.951  1.377  0.383  -0.281
C  3.311  0.085  -0.369  -2.056
N  2.464  -1.002  0.059  0.697
C  2.927  -2.072  0.731  0.279
O  4.097  -2.219  1.020  -0.719
C  1.888  -3.140  1.092  0.471
C  0.579  -2.581  1.681  -0.986
C  -0.618  -2.830  0.752  -0.851
N  -0.270  -2.487  -0.604  0.174
C  -0.618  -1.332  -1.225  0.307
O  -0.069  -0.960  -2.251  -0.652
C  -1.715  -0.531  -0.624  0.282
C  -2.968  -0.971  -0.503  0.057
C  -4.108  -0.193  -0.041  0.560
C  -5.395  -0.703  -0.220  -0.515
C  -6.504  0.006  0.197  -0.598
C  -6.350  1.238  0.812  -0.430
C  -5.077  1.752  1.007  -0.662
C  -3.967  1.046  0.587  -0.158
C  0.780  -3.303  -1.197  -0.706
C  1.607  -4.022  -0.134  -1.081
C  1.561  1.891  0.059  0.623
C  0.765  2.380  1.091  -0.340
C  -0.464  2.959  0.832  -0.621
C  -0.923  3.058  -0.472  -0.669
C  -0.148  2.558  -1.506  -0.812
C  1.082  1.980  -1.244  0.177
H  4.821  4.065  1.078  0.384
H  3.946  3.001  2.183  0.285
H  3.045  4.078  1.087  0.291
H  4.218  2.125  -1.859  0.280
H  3.245  3.553  -1.426  0.274
H  5.003  3.547  -1.179  0.424
H  2.980  1.124  1.451  0.646
H  3.210  0.205  -1.450  0.230
H  4.341  -0.186  -0.130  0.506
H  1.490  -0.923  -0.182  -0.511
H  2.388  -3.766  1.837  0.529
H  0.676  -1.507  1.857  0.299
H  0.371  -3.049  2.644  0.335
H  -0.910  -3.884  0.783  0.405
H  -1.467  -2.230  1.077  0.487
H  -1.455  0.500  -0.438  -0.704
H  -3.195  -1.993  -0.787  0.361
H  -5.521  -1.664  -0.700  0.389
H  -7.493  -0.402  0.045  0.383
H  -7.215  1.794  1.140  0.386
H  -4.952  2.709  1.492  0.398
H  -2.982  1.453  0.754  0.431
H  0.323  -4.040  -1.870  0.378
H  1.406  -2.647  -1.809  0.457
H  2.553  -4.339  -0.574  0.458
H  1.084  -4.921  0.200  0.425
H  1.115  2.309  2.112  0.484
H  -1.063  3.338  1.649  0.479
H  -1.880  3.513  -0.681  0.360
H  -0.505  2.612  -2.524  0.398
H  1.657  1.591  -2.069  0.298

Computed properties:
- SMILES = CN(C)[C@H](CNC(=O)C1CCN(C(=O)/C=C/c2ccccc2)CC1)c1ccccc1
- ΔE to the lowest compared entry with this formula, charge and spin (kJ/mol) = 137.2
- highest occupied orbital energy (eV) = -8.46
- LUMO (eV) = 0.311
- F_max (eV/Å) = 0.64